Record 1
The following is a DFT calculation (wB97M-V/def2-TZVPD) of a cluster of 7 separate species, C3H20N2O7S in total.

Geometry as XYZ:
```
33
Properties=species:S:1:pos:R:3:mulliken_charge:R:1
N -1.7858 -0.4488 0.6882 -0.5847
C -0.5660 -1.3906 0.8849 0.2367
C -0.7054 -2.9752 0.8989 -0.6224
S -1.5791 -3.3843 2.4013 0.1827
C 0.4201 -1.0713 -0.2723 -0.0660
N 1.7861 -1.0117 0.0566 -0.2570
O 0.1379 -0.9820 -1.4771 -0.6718
H -2.3423 -0.7390 -0.0194 0.1891
H -2.3502 -0.3296 1.4989 0.2340
H -0.1405 -1.1355 1.8999 0.4064
H 0.3105 -3.3452 0.8849 0.4955
H -1.3124 -3.4882 0.1000 0.3759
H -2.8042 -2.8260 1.9407 0.2809
H 2.1843 -0.7838 1.0809 0.2772
H 2.5195 -0.8450 -0.6877 0.3031
H -1.3080 -1.6369 -2.8249 0.2895
H -1.9839 -0.3526 -3.2316 0.3119
O -1.8464 -1.3071 -3.3845 -0.5638
H 0.6956 0.5578 -2.2874 0.3838
H 1.4713 1.5051 -3.0994 0.2849
O 0.6397 1.3639 -2.7433 -0.6224
H -0.1967 1.9674 -0.9639 0.4390
H -0.7004 1.1114 0.2155 0.3406
O -0.0159 1.7199 -0.0916 -0.5856
H -0.3038 3.2875 0.0850 0.3669
H 0.7079 4.1480 0.7215 0.2878
O -0.2665 4.1869 0.5741 -0.6949
H 1.5962 1.6670 -0.3498 0.2648
H 2.7569 2.3791 -0.8391 0.3125
O 2.5352 1.5593 -0.4197 -0.5980
H 0.4834 0.5866 3.6097 0.2893
H 1.0711 1.4830 2.3868 0.3230
O 0.8919 0.5299 2.7639 -0.6090
```

2S+1	2
total charge	+1
frontier orbital gap (spin up / spin down)	8.49 / 3.52	eV

=====

Record 2
The following is a DFT calculation (wB97M-V/def2-TZVPD) of a structure of composition C38H44GeN14O3PTi.

Geometry as XYZ:
```
102
Properties=species:S:1:pos:R:3:mulliken_charge:R:1
Ti -0.0795 -1.3318 -0.4705 0.1096
O -1.8129 -0.0440 0.3561 -0.2698
C -1.4606 0.7985 1.4450 -2.0174
C 0.0383 1.0626 1.5256 0.7178
C 0.5710 1.9781 2.3300 -1.8904
C 1.9881 2.4517 2.2704 -0.1886
C 3.0794 1.3516 0.7878 -1.4414
C 2.1290 0.3694 0.1433 -0.2423
N 0.7441 0.2672 0.5959 2.1716
H -1.9698 0.5106 -0.4615 0.2830
H -1.7990 0.3032 2.3575 0.1945
H -1.9880 1.7522 1.3533 0.5298
H -0.1088 2.4986 2.9985 0.3725
H 2.1520 3.2616 2.9806 0.5098
H 4.0636 1.2534 0.3256 0.2435
H 2.5790 -0.6094 -0.0030 0.6477
N -1.8082 1.2337 -2.0299 0.0842
N -2.4811 0.5019 -3.0431 -0.7316
C -2.5754 -0.8860 -2.7588 0.5144
N -3.6601 -1.5281 -3.3660 -0.6151
N -1.6972 -1.4429 -1.9789 -0.0910
N -1.7011 -2.7560 -1.7237 -0.4060
O -2.5206 -3.6912 -2.2030 -1.0007
O -0.9667 -3.0300 -0.5609 -0.3354
H -2.0569 2.2082 -2.1178 0.2817
H -0.7963 1.1107 -2.0755 -0.2408
H -2.0474 0.6661 -3.9507 0.2337
H -3.8008 -1.2144 -4.3191 0.2302
H -3.5229 -2.5443 -3.2667 0.3774
N 2.2603 -3.9139 2.0178 0.1797
C 1.3992 -2.9052 2.0488 -1.0004
N 1.2071 -2.4694 0.8130 0.8052
C 2.0024 -3.3050 0.0347 0.6735
N 2.6601 -4.2135 0.7642 -1.0713
C 2.0334 -3.0517 -1.3604 -0.1780
C 2.8166 -3.7531 -2.2840 -0.5217
N 2.8851 -3.4844 -3.5631 -0.7867
C 2.0913 -2.4225 -3.9474 -0.6290
C 1.2905 -1.7180 -3.1201 -0.6041
N 1.2145 -1.9906 -1.7591 1.6587
H 2.5730 -4.4757 2.7882 0.2144
H 0.9435 -2.5161 2.9437 0.6950
H 3.4235 -4.5732 -1.9076 0.4386
H 2.1058 -2.1725 -5.0019 0.3599
H 0.6705 -0.9083 -3.4781 0.2490
C -5.1375 -3.5495 2.7083 -0.9829
N -4.6091 -3.9411 1.4103 0.1062
C -3.9653 -5.2420 1.5373 -0.9634
N -2.9331 -5.3003 2.5757 0.1014
C -3.5184 -4.8555 3.8358 -0.9450
N -4.1492 -3.5363 3.7921 0.0812
C -3.1390 -2.4929 3.5315 -1.3908
P -2.1857 -2.6790 1.9353 1.6299
C -3.6727 -2.9494 0.8600 -1.1156
C -1.7796 -4.4709 2.2038 -1.3401
H -5.9235 -4.2597 2.9833 0.3161
H -5.5804 -2.5542 2.6257 0.4089
H -3.5200 -5.5064 0.5772 0.4489
H -4.7331 -5.9794 1.7917 0.2818
H -2.7397 -4.8471 4.6036 0.3885
H -4.2836 -5.5819 4.1255 0.3104
H -2.4331 -2.4694 4.3691 0.4423
H -3.6467 -1.5220 3.5216 0.3707
H -3.3441 -3.2803 -0.1285 0.5341
H -4.1863 -1.9928 0.7286 0.3443
H -1.0163 -4.5573 2.9848 0.3986
H -1.3466 -4.8493 1.2749 0.4745
C 1.0208 0.7846 -0.8292 -1.6828
Ge 1.2312 2.7372 -0.7284 3.6987
C 2.4787 2.7847 0.8039 1.2905
C 3.0657 1.3221 2.3374 0.4973
C 4.3528 1.7969 2.9403 -1.1389
C 4.9919 2.9225 2.6137 -0.5810
C 4.5977 3.9094 1.5895 -0.6787
C 3.5286 3.8590 0.7897 -0.8580
C -0.2437 4.0172 -0.6337 0.7414
C -0.9272 4.3764 -1.7985 -0.8221
C -2.0108 5.2454 -1.7650 -0.5966
C -2.4270 5.7831 -0.5556 -0.6549
C -1.7453 5.4634 0.6084 -0.7806
C -0.6644 4.5899 0.5665 -0.2451
C 2.3245 3.2431 -2.2637 -0.0430
C 3.2545 2.3125 -2.7354 -0.6394
C 4.1390 2.6375 -3.7542 -1.0194
C 4.1065 3.9041 -4.3222 -0.4693
C 3.1873 4.8388 -3.8700 -0.7312
C 2.3035 4.5086 -2.8485 -0.5543
H 2.7282 0.3879 2.7876 0.5035
H 4.7979 1.1701 3.7060 0.3877
H 5.9160 3.1435 3.1368 0.3832
H 5.2754 4.7478 1.4688 0.3986
H 3.4216 4.6584 0.0618 0.3341
H -0.6041 3.9821 -2.7567 0.6090
H -2.5273 5.5011 -2.6819 0.4132
H -3.2767 6.4536 -0.5222 0.3802
H -2.0540 5.8922 1.5539 0.4329
H -0.1385 4.3610 1.4844 0.1912
H 3.2743 1.3103 -2.3203 0.2566
H 4.8475 1.8989 -4.1078 0.4460
H 4.7943 4.1596 -5.1190 0.3768
H 3.1555 5.8273 -4.3125 0.4016
H 1.6007 5.2580 -2.5009 0.3397
```

energy relative to the best compared isomer or geometry (same formula, charge and spin)	89.1	kcal/mol
2S+1	1
total charge	-1
frontier orbital gap (spin up / spin down)	4.14 / 4.15	eV

=====

Record 3
The following is a DFT calculation (wB97M-V/def2-TZVPD) of a structure of composition C35H35N5O6Ti.

Geometry as XYZ:
```
82
Properties=species:S:1:pos:R:3:mulliken_charge:R:1
Ti -0.9476 -0.0560 0.1936 -0.8702
C 1.6761 -1.0599 -3.0530 -1.1522
N 2.1287 0.2319 -2.5809 1.4123
C 3.3917 0.1830 -1.8678 -1.7464
C 3.2657 0.7125 -0.4376 -0.4713
C 2.1836 -0.0385 0.3809 -0.4553
N 0.9194 0.6948 0.5519 1.8932
C 1.1260 1.8624 1.1624 -1.9227
C 0.1771 2.8658 1.4643 1.6189
C 0.5789 4.0809 2.0573 -1.1731
C -0.3247 5.0825 2.3354 -0.7389
C -1.6749 4.8980 2.0319 -0.5399
C -2.1014 3.7090 1.4613 -0.8957
C -1.2039 2.6787 1.1701 0.4275
O -1.6118 1.5469 0.6471 0.3268
C 2.0200 1.2270 -3.6235 -1.4737
C 2.1465 2.7024 -3.2188 -0.8876
C 1.0461 3.2215 -2.2581 -0.5874
N -0.0563 2.3153 -2.2415 0.7699
C -1.2279 2.6468 -2.5770 -0.7955
C -2.2983 1.6635 -2.7576 1.1544
C -3.4433 2.0400 -3.4602 -0.8805
C -4.4120 1.1256 -3.8228 -0.7815
C -4.2286 -0.2161 -3.4908 -0.6849
C -3.1175 -0.6203 -2.7860 -0.7149
C -2.1366 0.2972 -2.3545 0.5677
O -1.1063 -0.1106 -1.6658 0.3753
H 2.2482 -1.4093 -3.9369 0.3353
H 0.6206 -0.9968 -3.3188 0.0625
H 1.7713 -1.7977 -2.2563 0.3093
H 4.1716 0.7453 -2.4093 0.5027
H 3.7334 -0.8544 -1.8100 0.4301
H 3.0315 1.7773 -0.4742 0.3871
H 4.2373 0.6077 0.0576 0.3630
H 2.5892 -0.2538 1.3763 0.6810
H 1.9812 -0.9917 -0.0844 -0.6382
H 2.1440 2.0910 1.4838 0.0412
H 1.6320 4.2117 2.2865 0.3751
H 0.0140 6.0061 2.7911 0.3594
H -2.3937 5.6788 2.2516 0.4039
H -3.1479 3.5441 1.2324 0.5075
H 1.0343 1.0931 -4.0712 0.4347
H 2.7761 1.0449 -4.4201 0.4399
H 2.1026 3.2706 -4.1537 0.4397
H 3.1322 2.8899 -2.7832 0.3899
H 0.7600 4.2550 -2.5307 0.4707
H 1.4484 3.2525 -1.2448 -0.0439
H -1.4757 3.6968 -2.8264 -0.0263
H -3.5534 3.0827 -3.7460 0.3352
H -5.2935 1.4426 -4.3676 0.3498
H -4.9805 -0.9432 -3.7764 0.3839
H -2.9850 -1.6559 -2.5005 0.3643
O -4.3786 -2.0337 0.9628 -0.8600
C -3.2690 -1.4986 1.0111 0.3384
O -2.8136 -0.6595 0.1423 -0.2891
C -2.3122 -1.8059 2.1074 0.4721
C -2.5050 -2.9226 2.8973 -0.8541
C -1.5298 -3.3156 3.7976 -0.9385
C -0.3765 -2.4915 3.9448 1.0283
C 0.6659 -2.8074 4.8289 -0.7439
C 1.7160 -1.9289 5.0561 -0.6385
C 1.7076 -0.6922 4.4276 -0.5883
C 0.7045 -0.3639 3.5263 -0.2960
C -0.3106 -1.2743 3.1909 0.1755
N -1.2271 -0.9672 2.2119 0.5995
H -3.4145 -3.4893 2.7459 0.4600
H -1.6392 -4.2064 4.4057 0.2854
H 0.6294 -3.7597 5.3487 0.3344
H 2.5240 -2.2036 5.7248 0.3463
H 2.4861 0.0333 4.6401 0.3924
H 0.6763 0.6141 3.0726 0.3414
O -0.2241 -1.9182 -0.0603 -0.0692
C 0.3573 -3.0167 0.0718 0.0535
C -0.4275 -4.3065 0.3282 -0.3068
C 0.6811 -5.2597 0.7317 -0.4568
C 1.9433 -4.5353 0.2199 0.1019
O 3.0295 -5.0840 0.1134 -0.7609
N 1.6614 -3.2338 -0.0676 -0.2520
H -0.8990 -4.6043 -0.6117 0.3066
H -1.2018 -4.1409 1.0718 -0.1308
H 0.6176 -6.2630 0.3119 0.2752
H 0.7613 -5.3358 1.8187 0.2415
```

energy relative to the best compared isomer or geometry (same formula, charge and spin)	9.8	kcal/mol
2S+1	3
total charge	-2
frontier orbital gap (spin up / spin down)	4.30 / 7.26	eV

=====

Record 4
The following is a DFT calculation (wB97M-V/def2-TZVPD) of the molecule C22H32N2O5.

Geometry as XYZ:
```
61
Properties=species:S:1:pos:R:3:mulliken_charge:R:1
C -0.1090 2.3989 -6.4065 -0.6666
O -0.0746 1.2878 -7.2658 -0.3837
C -0.4180 0.0649 -6.6593 -0.6419
C 0.7014 -0.5191 -5.7877 -0.3746
C 0.2924 -1.8802 -5.2509 0.8770
O -0.7989 -2.3648 -5.4813 -0.6817
N 1.2234 -2.5456 -4.5194 0.1044
C 2.4490 -1.9874 -4.0002 -1.0274
C 2.2196 -1.4483 -2.5773 -0.5572
C 1.1034 -2.2568 -1.8889 0.3623
O 1.2550 -2.2530 -0.4820 -0.5076
C 0.9125 -1.1514 0.2391 0.8576
C 0.3191 0.0006 -0.2661 -0.2663
C 0.0130 1.0510 0.5813 -1.1257
C 0.2728 0.9726 1.9411 -0.0667
C 0.0019 2.1603 2.8099 0.3643
O 0.6117 3.2047 2.6632 -0.6770
N -0.9627 2.0159 3.7484 0.2052
C -1.2237 3.0774 4.6977 -1.1423
C -0.9932 2.5526 6.1218 0.5331
C -1.3648 3.5916 7.1685 -1.5837
O -1.7855 1.4005 6.3526 -0.4002
C -1.5046 0.3578 5.4424 0.7207
C -2.3869 -0.8292 5.7989 -1.6158
C -1.7531 0.8359 4.0006 -1.0148
C 0.8744 -0.1778 2.4448 -0.0816
C 1.1891 -1.2249 1.6065 -0.5007
C 1.1748 -3.7116 -2.3565 -0.8467
C 0.8394 -3.7786 -3.8520 -0.9333
H -1.0743 2.4713 -5.8906 0.2935
H 0.6908 2.3699 -5.6568 0.2536
H 0.0301 3.2769 -7.0346 0.2512
H -0.6283 -0.6243 -7.4798 0.3358
H -1.3316 0.1718 -6.0587 0.3443
H 1.6049 -0.6115 -6.3937 0.2973
H 0.9092 0.1498 -4.9499 0.1914
H 2.8298 -1.2053 -4.6542 0.3847
H 3.1876 -2.7941 -3.9806 0.3788
H 3.1325 -1.5485 -1.9882 0.3687
H 1.9565 -0.3902 -2.6033 0.3401
H 0.1160 -1.8579 -2.1616 0.2218
H 0.0876 0.0991 -1.3148 0.4080
H -0.4348 1.9478 0.1804 0.4371
H -0.5504 3.9049 4.4719 0.4761
H -2.2640 3.4076 4.5959 0.3220
H 0.0722 2.2783 6.2213 0.2554
H -0.7571 4.4824 7.0410 0.4009
H -1.2040 3.1845 8.1624 0.3743
H -2.4146 3.8536 7.0690 0.3590
H -0.4393 0.0778 5.5357 0.1898
H -2.1756 -1.6649 5.1380 0.4060
H -3.4327 -0.5502 5.7053 0.3606
H -2.2012 -1.1265 6.8267 0.3757
H -1.5067 0.0514 3.2865 0.4065
H -2.8148 1.0957 3.8986 0.3348
H 1.1101 -0.2463 3.4969 0.4044
H 1.6571 -2.1199 1.9848 0.4671
H 2.1766 -4.0924 -2.1544 0.3167
H 0.4690 -4.3125 -1.7845 0.4047
H -0.2345 -3.8991 -4.0107 0.4186
H 1.3556 -4.6232 -4.3209 0.2921
```

energy relative to the best compared isomer or geometry (same formula, charge and spin)	56.4	kcal/mol
2S+1	1
total charge	0
SMILES string	COCCC(=O)N1CCC(Oc2ccc(C(=O)N3C[C@@H](C)O[C@@H](C)C3)cc2)CC1
frontier orbital gap	9.25	eV

=====

Record 5
The following is a DFT calculation (wB97M-V/def2-TZVPD) of the molecule C6H14Si2.

Geometry as XYZ:
```
22
Properties=species:S:1:pos:R:3:mulliken_charge:R:1
C 5.1443 0.2161 -0.3865 0.1207
C 3.9437 0.3181 -0.4467 -0.7003
C 2.5348 0.5480 -0.6534 -0.5034
Si 1.3528 0.1002 0.7725 0.3813
Si -0.9120 -0.0520 0.0084 0.3335
C -1.2581 -1.5714 -0.9973 -0.9940
C -1.2834 1.6858 -0.8192 -1.0871
C -1.9710 -0.0868 1.5342 -1.1697
H 6.2421 0.1653 -0.1674 0.3937
H 2.2374 0.2988 -1.6528 0.3943
H 2.4590 1.7835 -0.6989 0.1977
H 1.5494 0.9106 1.9680 -0.1528
H 1.7437 -1.3675 1.0326 -0.1308
H -1.2532 -2.4548 -0.2557 0.2602
H -2.1156 -1.5595 -1.6386 0.3770
H -0.3783 -1.8478 -1.7205 0.2649
H -1.0323 2.4138 -0.0427 0.3096
H -0.5212 1.9670 -1.5703 0.3357
H -2.2947 1.9053 -1.3324 0.3086
H -1.6379 0.6434 2.1359 0.3759
H -3.0506 0.1454 1.2920 0.3037
H -1.9712 -0.9814 2.0802 0.3813
```

energy relative to the best compared isomer or geometry (same formula, charge and spin)	57.1	kcal/mol
2S+1	1
total charge	0
SMILES string	C#CC[SiH2][Si](C)(C)C
frontier orbital gap	10.02	eV

=====

Record 6
The following is a DFT calculation (wB97M-V/def2-TZVPD) of a structure of composition C51H46AsMoN6O5.

Geometry as XYZ:
```
110
Properties=species:S:1:pos:R:3:mulliken_charge:R:1
Mo 1.0123 -0.9978 -0.3005 0.3902
O 5.0778 -3.9170 -2.4734 -0.6415
C 3.9680 -4.5284 -2.8977 0.6339
C 4.1254 -5.5817 -3.8013 -0.6140
C 3.0302 -6.2479 -4.3027 -0.4846
C 1.7408 -5.9167 -3.8760 -0.8929
C 1.5733 -4.9098 -2.9572 -0.8051
C 2.6693 -4.1737 -2.4758 0.2780
C 2.4337 -3.1073 -1.5172 1.2579
O 1.2744 -2.9650 -0.9310 -0.9447
N 3.4189 -2.2924 -1.1751 -0.8065
N 2.9903 -1.4729 -0.1658 0.7316
C 3.8001 -1.2716 0.8320 -0.5665
C 3.3596 -0.8948 2.1446 0.3865
C 4.2776 -0.6959 3.1880 -0.8708
C 3.8476 -0.5853 4.4909 -0.8057
C 2.4925 -0.7266 4.7960 -0.6132
C 1.5615 -0.9307 3.7948 -0.6371
C 1.9838 -0.9605 2.4711 0.7453
O 1.1473 -1.0912 1.4220 -0.3458
H 4.8560 -3.2150 -1.8378 0.4932
H 5.1339 -5.8520 -4.0853 0.5010
H 3.1723 -7.0502 -5.0146 0.4545
H 0.8854 -6.4667 -4.2435 0.4674
H 0.5887 -4.6794 -2.5785 0.5822
H 4.8372 -1.5660 0.7006 0.5387
H 5.3330 -0.6496 2.9503 0.4875
H 4.5606 -0.4185 5.2860 0.4574
H 2.1652 -0.6772 5.8254 0.4916
H 0.5124 -1.0705 4.0222 0.6557
C -7.7206 4.6836 8.2572 -1.3855
C -6.4980 3.8897 7.9278 0.6159
C -6.1131 3.6625 6.6087 -0.8868
C -5.0567 2.8233 6.2971 -0.0743
C -4.3568 2.1795 7.3177 0.6072
N -3.3664 1.1976 7.0638 0.0000
C -2.5804 1.0186 5.9920 0.1591
O -2.0181 -0.0068 5.6815 -0.6013
N -2.3458 2.2304 5.2496 -0.0104
C -1.5967 2.2483 4.1648 0.3222
C -0.8201 3.3815 3.7989 -0.9520
C 0.0934 3.2462 2.8224 -0.8636
C 0.2772 1.9665 2.0840 0.7514
N -0.7445 0.9794 2.3011 -0.1688
C -1.5517 1.0940 3.2799 -0.3727
C -4.7010 2.4361 8.6448 -0.6379
C -5.7418 3.2896 8.9402 -0.7167
H -8.1147 5.1962 7.3827 0.3557
H -7.5289 5.4104 9.0467 0.3715
H -8.4974 4.0149 8.6348 0.3217
H -6.6810 4.1213 5.8097 0.3344
H -4.8260 2.6162 5.2592 0.4032
H -3.3180 0.4401 7.7325 0.3485
H -2.5072 3.1064 5.7443 0.4088
H -0.9361 4.3119 4.3411 0.4977
H 0.7701 4.0620 2.5967 0.6701
H 1.2237 1.5209 2.4349 0.0916
H -2.2635 0.2900 3.4232 0.6492
H -4.1424 1.9596 9.4420 0.4076
H -5.9898 3.4897 9.9746 0.4224
O 0.9335 -0.6669 -2.0702 0.9472
As 0.8199 -0.8494 -3.7938 0.3773
C 2.5119 -1.1675 -4.6467 0.6270
C 2.5513 -1.9566 -5.7897 -0.3132
C 3.7515 -2.0732 -6.4717 -0.7733
C 4.8808 -1.4115 -6.0099 -0.6014
C 4.8230 -0.6207 -4.8694 -0.9189
C 3.6279 -0.4803 -4.1858 -0.1949
C 0.2843 0.9242 -4.3518 0.7735
C -0.0501 1.1929 -5.6751 -0.8354
C -0.4339 2.4754 -6.0331 -0.8603
C -0.4746 3.4832 -5.0791 -0.9223
C -0.1018 3.2211 -3.7683 -0.4227
C 0.2858 1.9413 -3.4018 -0.2132
C -0.5662 -2.1433 -4.1439 1.3978
C -1.0513 -2.9690 -3.1370 0.0378
C -2.0532 -3.8800 -3.4316 -0.8916
C -2.5449 -3.9786 -4.7266 -0.7664
C -2.0496 -3.1591 -5.7304 -0.9108
C -1.0646 -2.2282 -5.4417 -0.8759
H 1.6667 -2.4842 -6.1264 0.4370
H 3.8042 -2.6771 -7.3672 0.4714
H 5.8165 -1.5060 -6.5440 0.4553
H 5.7088 -0.1087 -4.5200 0.4527
H 3.5624 0.1451 -3.3037 0.4112
H -0.0009 0.4167 -6.4281 0.3620
H -0.6990 2.6910 -7.0589 0.4558
H -0.7895 4.4789 -5.3599 0.4315
H -0.1113 4.0133 -3.0311 0.5405
H 0.6036 1.7249 -2.3899 0.0224
H -0.6248 -2.9344 -2.1433 0.5320
H -2.4412 -4.5215 -2.6520 0.4991
H -3.3131 -4.7058 -4.9518 0.4561
H -2.4270 -3.2472 -6.7398 0.4898
H -0.6882 -1.5770 -6.2200 0.2030
C 1.9584 2.5553 0.2296 -1.3470
C 0.5041 2.2047 0.5164 0.3124
C -0.4785 3.2478 0.0793 -1.0493
C -1.4150 2.6600 -0.6687 -1.1323
C -1.0372 1.2625 -0.8125 0.5844
C -1.8756 0.2840 -1.5504 -1.1030
N 0.1016 0.9971 -0.2347 1.3691
H 2.0872 2.8063 -0.8232 0.3527
H 2.6044 1.7084 0.4686 0.2000
H 2.2677 3.4194 0.8183 0.4363
H -0.4223 4.2846 0.3785 0.6506
H -2.2909 3.1079 -1.1126 0.6429
H -2.9278 0.5147 -1.3831 0.6711
H -1.6965 -0.7407 -1.2294 0.0653
H -1.7033 0.3792 -2.6264 -0.1258
```

energy relative to the best compared isomer or geometry (same formula, charge and spin)	35.0	kcal/mol
2S+1	1
total charge	+3
frontier orbital gap	4.77	eV

=====

Values for energy, Ha, ordered as above
-1160.283095 -5734.251920 -2929.647732 -1343.236682 -815.899216 -4978.867827
Values for max |F|, eV/A, ordered as above
9.966 1.405 2.131 0.566 4.260 4.163